[1]
121
Properties=species:S:1:pos:R:3 method="wB97M-V/def2-TZVPD" orbital_gap_ev=11.396 lumo_ev=0.475
C 0.4064 -3.1026 -3.6950
C 0.3683 -4.5766 -3.9591
O -0.4483 -5.1953 -2.9195
S -1.4731 -4.0425 -2.2990
O -1.2731 -3.9117 -0.8611
O -2.7828 -4.3976 -2.8009
O -0.8233 -2.8071 -2.9855
H 0.3823 -2.4103 -4.4937
H 1.2144 -2.7916 -3.0489
H 1.3500 -5.0313 -3.9411
H -0.0909 -4.6445 -4.9684
C 1.4241 -4.9833 0.0753
C 2.5927 -4.5303 0.9331
O 3.7891 -4.6699 0.1194
S 3.3443 -4.9180 -1.3998
O 3.5219 -6.3168 -1.6368
O 3.9104 -3.9948 -2.3200
O 1.8515 -4.3583 -1.2022
H 0.5410 -4.4273 0.3535
H 1.3258 -6.0534 -0.0315
H 2.7265 -5.0765 1.8847
H 2.4746 -3.4494 1.1014
C 1.3228 2.2870 3.7279
C 1.4722 2.4062 2.2309
C 2.6268 1.6748 1.6581
C 2.6345 0.2208 1.7549
N 2.8758 -0.9105 1.8292
H 0.3197 2.5735 4.0322
H 2.1248 2.8445 4.2629
H 1.3674 1.2565 4.0470
H 1.5945 3.4686 1.9839
H 0.5330 2.0778 1.7437
H 3.5989 2.0879 2.0301
H 2.6431 1.8129 0.5225
C -4.2444 -5.1181 0.8572
C -4.2905 -3.5937 0.8992
C -3.2966 -3.0646 1.8920
C -3.6229 -3.4031 3.2689
N -4.0095 -3.6414 4.3461
H -3.3061 -5.6463 0.9889
H -4.6765 -5.4854 -0.0917
H -4.9186 -5.4683 1.6609
H -5.3380 -3.2616 1.1312
H -4.1526 -3.1878 -0.1440
H -3.2976 -1.9675 1.9370
H -2.3195 -3.2774 1.5471
C -2.0911 6.8121 -2.4512
C -0.8578 6.1223 -1.8185
C -1.2696 4.9739 -0.9987
C -1.5355 5.3833 0.3700
N -1.9359 5.6597 1.4013
H -2.2260 6.5256 -3.4606
H -1.9612 7.9019 -2.4679
H -3.0391 6.5222 -1.9747
H -0.2348 6.8086 -1.2403
H -0.3063 5.7291 -2.7053
H -0.4262 4.2623 -0.9167
H -2.0909 4.6152 -1.5766
C 6.5704 3.2258 -2.5138
C 5.2773 3.3157 -1.7752
C 4.0485 3.4542 -2.7053
C 2.8856 3.6272 -1.9313
N 1.8549 3.8188 -1.4652
H 6.8325 4.1612 -3.0071
H 6.5273 2.5480 -3.3241
H 7.3518 2.9214 -1.8113
H 5.3427 4.1238 -1.1169
H 5.1587 2.4049 -1.2134
H 4.0007 2.5709 -3.3381
H 4.1858 4.3892 -3.3283
C -2.3579 -0.1475 -0.8619
C -1.1818 0.3044 -0.0150
C 0.0190 -0.5973 -0.2506
C 0.5814 -0.3656 -1.5846
N 0.9030 -0.3614 -2.6790
H -3.2379 0.4792 -0.6615
H -2.6124 -1.2108 -0.7650
H -2.2245 0.0620 -1.9465
H -1.5437 0.0785 1.0143
H -0.8872 1.3799 0.0932
H -0.2370 -1.6392 -0.3283
H 0.7518 -0.6129 0.6128
C -1.5293 -0.0073 5.4078
C -0.5650 -1.0038 4.9019
C -0.5634 -2.2994 5.7132
O -0.2071 -3.3042 4.7213
C -0.4616 -2.7950 3.5019
O -0.2563 -3.4152 2.4976
O -0.8481 -1.5056 3.5550
H -1.6862 0.7770 4.7046
H -1.1884 0.4406 6.3750
H -2.4463 -0.4609 5.6441
H 0.4190 -0.6033 4.8130
H -1.5843 -2.5280 6.1193
H 0.1523 -2.2518 6.4795
C -6.1442 2.1531 4.6129
C -5.4874 3.0837 3.5669
C -4.4779 4.0728 4.0786
O -3.2063 3.4082 3.8677
C -3.3988 2.4485 2.9792
O -2.5064 1.7438 2.6162
O -4.7192 2.2606 2.6301
H -6.6264 2.8095 5.3431
H -5.4285 1.5040 5.1302
H -6.8621 1.6027 4.0352
H -6.1924 3.5391 2.8837
H -4.6065 4.3331 5.1314
H -4.4944 4.9936 3.5524
C 4.1266 -1.8365 -4.6739
C 3.8129 -0.8659 -5.7880
C 2.4057 -0.5220 -5.9979
O 2.3493 0.8825 -6.4132
C 3.5225 1.4096 -5.9527
O 3.7715 2.5524 -5.8144
O 4.4143 0.4334 -5.4684
H 5.2142 -1.8470 -4.5329
H 3.8935 -2.8459 -4.9287
H 3.5477 -1.6405 -3.7959
H 4.1589 -1.2244 -6.7521
H 1.7745 -0.7177 -5.1757
H 1.9164 -1.0164 -6.8474

[2]
135
Properties=species:S:1:pos:R:3 method="wB97M-V/def2-TZVPD" orbital_gap_ev=7.385 charge=+1 lumo_ev=-4.190
N -4.0819 2.3257 0.5682
P -3.6721 1.7945 -0.8382
O -2.3564 2.5777 -1.5311
C -1.2722 2.6351 -0.7118
O -0.7794 3.6882 -0.4322
C -0.6255 1.3830 -0.1637
C -1.1296 0.8233 1.0267
C -0.5168 -0.2796 1.5374
N 0.5423 -0.8322 0.9205
C 1.0577 -0.3477 -0.2132
C 2.2317 -0.9972 -0.9179
C 2.2253 -2.5116 -0.6093
C 3.2406 -3.3768 -1.3769
F 4.4011 -3.4634 -0.6584
Br 3.6467 -2.7751 -3.1759
C 2.6510 -4.8256 -1.4067
F 2.2954 -5.1159 -0.1296
F 3.5413 -5.7274 -1.7975
Br 1.0377 -4.9746 -2.4899
C 0.4617 0.7732 -0.7638
H -3.4674 3.0805 0.8664
H -4.7398 2.0037 -1.7279
H -3.3201 0.4227 -0.8356
H -1.9825 1.2635 1.5353
H -0.8772 -0.7016 2.4681
H 0.9416 -1.6549 1.3595
H 2.0948 -0.7620 -1.9735
H 3.1412 -0.5481 -0.5062
H 2.5011 -2.6098 0.4507
H 1.2044 -2.8944 -0.6862
H 0.8622 1.1796 -1.6873
Cl 2.6289 3.9232 -1.7475
C 1.6505 5.4151 -1.6128
C 2.0052 6.4200 -2.6783
Cl 3.6368 7.0950 -2.4480
H 1.7958 5.8211 -0.6151
H 0.6088 5.1217 -1.7127
H 1.3060 7.2537 -2.6395
H 1.9600 5.9799 -3.6717
Cl -5.9263 5.1697 -0.6757
C -6.8655 4.5193 0.6969
C -8.3512 4.6469 0.4862
Cl -8.8943 6.3451 0.5263
H -6.5430 5.0364 1.5975
H -6.5938 3.4679 0.7913
H -8.8778 4.1276 1.2786
H -8.6576 4.2184 -0.4650
Cl -5.2473 -3.9127 -0.6105
C -6.4130 -2.5652 -0.5939
C -6.1506 -1.5805 -1.7033
Cl -4.6097 -0.6708 -1.4460
H -6.3641 -2.0893 0.3831
H -7.4043 -2.9984 -0.7145
H -6.9478 -0.8391 -1.7412
H -6.0955 -2.0730 -2.6718
Cl 4.4929 -0.6020 1.5684
C 5.7582 -1.6854 2.2129
C 5.1940 -2.7394 3.1297
Cl 4.5761 -2.0479 4.6531
H 6.4981 -1.0679 2.7157
H 6.2339 -2.1587 1.3546
H 5.9748 -3.4495 3.3960
H 4.3819 -3.2869 2.6562
Cl -9.7919 1.9529 1.2154
C -11.5596 1.7078 1.2208
C -12.1760 2.0431 -0.1130
Cl -12.1009 3.7868 -0.4850
H -11.9755 2.3121 2.0223
H -11.7372 0.6595 1.4564
H -13.2283 1.7634 -0.1073
H -11.6846 1.5107 -0.9243
Cl -11.6821 2.6610 5.6060
C -10.9255 4.2746 5.5274
C -11.7219 5.2339 4.6816
Cl -11.6926 4.7903 2.9555
H -9.9140 4.1522 5.1464
H -10.8635 4.6462 6.5502
H -11.2970 6.2337 4.7611
H -12.7610 5.2776 4.9987
Cl 1.9985 -6.0681 -5.8067
C 3.1525 -7.1148 -4.9400
C 3.7457 -8.1680 -5.8399
Cl 2.5432 -9.3834 -6.3398
H 2.6325 -7.5588 -4.0933
H 3.9393 -6.4699 -4.5585
H 4.5341 -8.7003 -5.3083
H 4.1727 -7.7266 -6.7383
Cl 8.3771 -0.0835 -0.0253
C 7.8768 1.1150 -1.2518
C 6.4599 1.5794 -1.0436
Cl 5.2797 0.2827 -1.3726
H 8.0119 0.6667 -2.2331
H 8.5592 1.9595 -1.1651
H 6.2338 2.3967 -1.7264
H 6.2990 1.9306 -0.0264
Cl 3.6909 0.3719 10.2263
C 4.1850 0.0756 8.5412
C 4.4690 -1.3817 8.2772
Cl 5.9284 -1.9487 9.1237
H 5.0546 0.6941 8.3320
H 3.3645 0.4100 7.9074
H 4.6410 -1.5343 7.2126
H 3.6364 -2.0106 8.5841
Cl -9.5744 5.2756 8.4600
C -8.3648 4.4701 9.4932
C -7.5578 3.4519 8.7291
Cl -8.5367 2.0466 8.2405
H -8.8885 4.0191 10.3323
H -7.7071 5.2479 9.8780
H -6.7520 3.0774 9.3586
H -7.1205 3.8850 7.8325
Cl 5.4626 -5.3330 -8.1665
C 6.8882 -4.8238 -7.2283
C 6.8129 -5.2951 -5.7995
Cl 5.5219 -4.4651 -4.8860
H 6.9648 -3.7404 -7.2889
H 7.7613 -5.2579 -7.7131
H 7.7498 -5.0827 -5.2870
H 6.6297 -6.3665 -5.7464
Cl 3.8426 -1.4744 -5.9819
C 2.3062 -1.4004 -6.8870
C 2.1497 -2.5636 -7.8336
Cl 3.3055 -2.4811 -9.1830
H 2.2723 -0.4500 -7.4141
H 1.5045 -1.4123 -6.1489
H 1.1506 -2.5490 -8.2674
H 2.2899 -3.5151 -7.3232
Cl 12.2561 1.8292 -0.6397
C 11.9901 0.0752 -0.4614
C 13.0465 -0.7389 -1.1638
Cl 12.9370 -0.5926 -2.9362
H 10.9964 -0.1504 -0.8373
H 12.0085 -0.1396 0.6063
H 12.9165 -1.7929 -0.9226
H 14.0471 -0.4392 -0.8616

[3]
112
Properties=species:S:1:pos:R:3 method="wB97M-V/def2-TZVPD" orbital_gap_ev=8.688 lumo_ev=0.336
C 4.3365 2.4377 3.6448
C 4.4621 0.9487 3.3064
C 3.5508 0.5847 2.1202
C 2.0638 0.8730 2.3694
C 1.6819 0.2614 3.7659
C 1.0536 0.4431 1.3283
C -0.2985 0.6453 1.6058
O -0.6866 1.2599 2.7676
C -1.2943 0.2737 0.7355
C -2.7619 0.5214 1.0591
N -3.1528 0.1471 2.4430
C -3.7983 1.3471 3.0207
C -1.0090 -0.3434 -0.4734
C -2.0606 -0.8009 -1.4484
S -2.5620 -2.5299 -1.0337
C -1.7680 -2.9470 0.5517
C -2.1455 -4.3841 0.9687
C 0.3044 -0.5358 -0.7704
C 1.3163 -0.1325 0.1049
C 2.6034 -0.4771 -0.6139
O 3.6940 0.0169 -0.7213
N 2.2129 -1.6667 -1.3933
N 3.0799 -1.8852 -2.5157
C 0.9711 -1.1731 -1.9617
O 0.5831 -1.2790 -3.0997
H 4.9016 2.6870 4.5472
H 3.3060 2.7669 3.8012
H 4.7473 2.9960 2.7973
H 5.4776 0.7660 2.9488
H 4.3133 0.3013 4.1727
H 3.6790 -0.4698 1.8616
H 3.8837 1.2406 1.3134
H 1.9598 1.9562 2.5055
H 1.7890 1.0352 4.5274
H 2.3870 -0.5265 4.0470
H 0.6974 -0.1956 3.7770
H -0.7124 2.2185 2.6587
H -3.4363 0.0002 0.3796
H -2.9385 1.5937 0.8968
H -3.8953 -0.5361 2.3491
H -4.0105 1.2175 4.0857
H -3.1535 2.2205 2.9511
H -4.7453 1.4854 2.4812
H -1.5789 -0.8333 -2.4237
H -2.9374 -0.1612 -1.4686
H -2.1112 -2.2897 1.3517
H -0.6814 -2.9148 0.4499
H -1.8894 -5.0992 0.1894
H -3.2164 -4.3940 1.1818
H -1.5914 -4.6016 1.8832
H 3.2160 -1.0303 -3.0414
H 3.9658 -2.2498 -2.1975
C -8.3308 -3.0212 -1.6001
C -6.8568 -2.7315 -1.7551
O -6.3642 -1.7215 -1.3067
C -6.0311 -3.7576 -2.4934
H -8.8034 -2.2074 -1.0536
H -8.7995 -3.1062 -2.5817
H -8.4724 -3.9489 -1.0437
H -6.4053 -3.8691 -3.5128
H -6.0756 -4.7159 -1.9737
H -4.9956 -3.4270 -2.5314
C 2.4452 1.3293 -4.2954
C 2.3239 2.2881 -5.4549
O 1.8918 3.4063 -5.3073
C 2.7669 1.7855 -6.8079
H 2.0941 1.8159 -3.3864
H 1.8339 0.4436 -4.4797
H 3.4904 1.0407 -4.1597
H 2.1718 0.9177 -7.0968
H 3.8232 1.5133 -6.7779
H 2.6266 2.5709 -7.5476
C 0.4592 -7.2880 -2.3631
C -0.6780 -6.2952 -2.3344
O -1.6866 -6.5137 -1.7021
C -0.4989 -5.0257 -3.1264
H 0.2001 -8.1521 -1.7544
H 0.6399 -7.6188 -3.3870
H 1.3638 -6.8301 -1.9597
H -0.3610 -5.2680 -4.1819
H 0.3665 -4.4730 -2.7549
H -1.3836 -4.4024 -3.0201
C 8.3088 -1.5415 0.3698
C 7.3548 -0.3888 0.5682
O 6.7697 -0.2264 1.6136
C 7.1604 0.5527 -0.5940
H 8.3520 -2.1351 1.2806
H 7.9634 -2.1753 -0.4485
H 9.3080 -1.1646 0.1463
H 6.7648 0.0083 -1.4527
H 8.1108 1.0196 -0.8590
H 6.4509 1.3288 -0.3149
C 2.9391 5.8795 3.7188
C 1.5056 5.4034 3.7323
O 1.1304 4.5003 3.0176
C 0.5598 6.1020 4.6775
H 3.5045 5.2926 2.9984
H 2.9811 6.9306 3.4291
H 3.3820 5.7480 4.7073
H 0.5004 7.1628 4.4296
H 0.9051 5.9835 5.7056
H -0.4318 5.6635 4.5866
C -5.2978 4.0606 -0.6325
C -6.6078 3.8571 0.0924
O -6.9957 4.6437 0.9240
C -7.4107 2.6297 -0.2657
H -4.8273 4.9761 -0.2797
H -4.6281 3.2218 -0.4334
H -5.4741 4.1480 -1.7057
H -6.8333 1.7277 -0.0540
H -7.6796 2.6539 -1.3228
H -8.3219 2.6107 0.3284

[4]
111
Properties=species:S:1:pos:R:3 method="wB97M-V/def2-TZVPD" orbital_gap_ev=5.074 charge=+1 lumo_ev=-4.877
C -5.7906 3.4595 1.1982
C -4.6963 2.7187 0.2283
C -3.2602 2.9793 0.9495
Br -3.1686 2.1137 2.7704
C -2.0094 2.5849 0.0238
C -0.9925 3.7145 -0.3140
C -1.0935 5.2287 0.1654
O -0.4450 5.5622 1.1841
O -1.8833 6.1537 -0.5973
C 0.2461 3.3503 -1.2036
P 1.5973 4.5636 -1.6900
O 1.0844 5.3158 -2.9346
O 1.9911 5.6646 -0.4539
O 3.0554 3.7662 -2.1469
C 0.3628 1.8970 -1.6880
N -0.5852 0.8331 -1.3555
O -0.3179 -0.3654 -1.8880
C 0.2606 -1.3035 -0.9411
C 1.4978 -0.7650 -0.0779
C 2.7939 -0.8042 -1.0772
C 1.8901 -1.6751 1.1806
C 0.9504 -1.5105 2.4707
C -0.4007 -2.3790 2.4463
C 0.5468 -0.0022 2.8344
C -1.7655 1.1321 -0.5444
C -2.8526 -0.0002 -0.2199
C -3.8968 -0.1664 -1.4717
C -5.1165 -1.0521 -0.8795
C -4.9871 -2.5542 -0.5042
C -6.1821 -3.3711 0.1118
C -7.5733 -2.7089 0.3816
C -7.7102 -1.2085 -0.0398
C -6.5347 -0.4140 -0.6441
H -6.4443 2.6684 1.7227
H -5.2422 4.0179 2.0491
H -6.4496 4.1997 0.6358
H -4.7740 3.2543 -0.7758
H -4.9998 1.6222 0.2167
H -3.2674 4.1110 1.1878
H -1.2682 6.7828 -1.0618
H 1.9640 5.2267 0.4315
H 3.6068 3.7445 -1.3197
H 1.2688 1.6299 -2.3399
H 0.6721 -2.1827 -1.5713
H -0.4763 -1.7821 -0.2073
H 1.4202 0.3191 0.2684
H 2.8927 -1.8825 -1.4532
H 2.7123 -0.0337 -1.9241
H 3.7535 -0.5888 -0.4753
H 1.9408 -2.7983 0.9173
H 2.9634 -1.3927 1.5047
H 1.5663 -1.9037 3.3704
H -0.8563 -2.4257 3.5025
H -1.1670 -1.7796 1.8158
H -0.2484 -3.4366 2.0442
H -0.2240 0.0832 3.6785
H 1.4585 0.6809 3.0180
H 0.0267 0.4460 1.8990
H -2.4098 -1.0380 -0.0610
H -3.5017 0.2292 0.6874
H -4.2999 0.8569 -1.7776
H -3.4282 -0.7137 -2.3593
H -4.0149 -3.1364 -0.6536
H -6.0924 -4.4739 0.4111
H -8.4422 -3.2924 0.8443
H -8.7320 -0.7266 0.1565
H -6.7122 0.6841 -0.9264
C 1.1181 -6.9376 -6.4729
C 0.4366 -6.5944 -5.1546
N 0.9738 -5.3945 -4.5170
C 0.5472 -5.2364 -3.1296
C -0.9431 -5.0255 -2.8668
C 0.9541 -4.1754 -5.3191
C -0.3914 -3.7018 -5.8661
H 2.2016 -7.0078 -6.3514
H 0.7582 -7.9053 -6.8340
H 0.9003 -6.1998 -7.2488
H 0.5929 -7.4458 -4.4830
H -0.6459 -6.5202 -5.3181
H 1.1062 -4.4118 -2.6712
H 0.8640 -6.1278 -2.5768
H -1.2636 -4.0210 -3.1469
H -1.1457 -5.1365 -1.7964
H -1.5652 -5.7531 -3.3911
H 1.6319 -4.3163 -6.1680
H 1.4093 -3.3577 -4.7482
H -0.9676 -4.5101 -6.3211
H -0.2265 -2.9478 -6.6420
H -1.0019 -3.2318 -5.0939
C 3.8809 2.6522 2.1603
C 4.3140 3.6122 3.2610
N 4.0569 3.1060 4.6047
C 4.1802 4.1293 5.6425
C 5.5560 4.7566 5.8599
C 4.6496 1.8117 4.9291
C 6.1633 1.6639 4.7882
H 2.8336 2.3604 2.2788
H 3.9854 3.1372 1.1835
H 4.4957 1.7492 2.1418
H 3.7436 4.5377 3.1214
H 5.3701 3.8719 3.1166
H 3.8245 3.7213 6.5945
H 3.4764 4.9349 5.4046
H 6.2364 4.0716 6.3662
H 5.4590 5.6381 6.5006
H 6.0163 5.0841 4.9255
H 4.1765 1.0525 4.2951
H 4.3614 1.5255 5.9463
H 6.5395 2.0711 3.8469
H 6.4313 0.6031 4.8098
H 6.6965 2.1410 5.6105